(1)
C4H8N2 | ωB97M-V with the def2-TZVPD basis set

```
14
Properties=species:S:1:pos:R:3:forces:R:3
H -1.80601 -1.46776 0.78653 0.46 -0.49 -0.17
N -1.31113 0.02665 -0.63174 1.73 1.26 0.62
C -1.04229 -0.70093 0.65805 -0.34 0.91 0.07
H -1.00117 -0.49633 -1.46590 -0.22 -0.22 0.89
C 0.37381 -1.14157 0.76489 2.12 0.68 -0.68
H -1.28380 -0.00950 1.51351 0.12 -0.12 -0.93
N 1.35577 -0.31813 0.26959 -3.76 0.90 -1.36
H -0.80208 1.93656 0.19514 0.70 -0.69 -1.31
H -0.58245 1.70268 -1.60514 0.69 0.25 0.35
C 1.05437 0.86415 -0.37033 1.30 -1.31 0.62
H 2.21885 -0.72156 -0.07193 0.29 -0.03 0.95
H 0.80868 -1.98374 1.23691 -0.36 -1.00 0.26
C -0.35520 1.25894 -0.62390 -2.57 -0.53 1.22
H 1.95135 1.39653 -0.62627 -0.16 0.37 -0.54
```
Forces are in eV/Å.

Results
E_tot: -7254.79499 eV
HOMO: -6.3 eV
Frontier orbital gap: 7.3 eV
Energy relative to the best compared isomer or geometry (same formula, charge and spin): 297.21 kJ/mol

---

(2)
C20H65O25P5 | ωB97M-V with the def2-TZVPD basis set

```
115
Properties=species:S:1:pos:R:3:forces:R:3
C -1.80863 -4.26161 -1.53688 -0.40 0.01 2.17
P -3.68737 -0.40868 -2.12500 -1.60 1.53 -0.55
H 0.71593 2.41613 5.60665 -0.35 -0.27 0.33
H 2.38697 5.79965 5.20156 -0.23 0.01 -0.32
H 0.96900 -2.19982 -4.18136 0.06 0.40 0.26
C -2.87625 1.34618 1.73674 -0.08 -0.54 0.40
H 3.54369 6.44092 0.68662 -0.14 -0.54 0.24
C 7.01884 -2.76561 -0.81932 0.73 -0.48 0.30
H 3.80332 6.66100 4.66009 -0.06 0.15 -0.79
H -6.32456 1.27508 -1.45235 -0.14 0.48 -0.07
O 4.24300 3.07515 3.12854 -0.56 1.90 -0.76
H -0.90746 3.78482 -1.63081 -0.15 0.32 -0.07
H -3.15400 3.80799 4.43238 0.08 -0.50 -0.19
O -4.34485 1.02058 -1.69369 1.85 -1.37 -0.63
C -1.67777 3.22484 -1.10057 -0.06 0.41 -2.51
O 4.28686 -0.27074 -1.99168 0.28 -1.13 0.30
H -2.63216 5.41283 4.33416 0.59 0.31 -0.75
H -0.56245 -0.77647 1.88459 -0.13 -0.36 -0.20
O -1.74829 -4.01497 2.04650 0.39 -0.94 -1.33
C 1.76217 3.11710 1.13797 0.27 -1.03 0.08
H 3.09941 -1.03699 -3.60284 -0.38 0.24 0.59
H 7.36500 -3.43050 -1.61065 0.37 -0.17 0.44
C 0.25670 2.54426 4.62645 0.79 0.88 0.57
O 0.16330 -3.92168 -3.69877 -0.94 -2.43 -0.54
P 3.77195 4.29377 2.40577 1.07 0.60 -0.06
H -2.62851 -2.19589 2.27069 -0.19 0.54 -0.56
H -5.30230 -2.89470 -0.67737 -0.43 -0.16 0.16
O 2.91518 3.97514 1.09706 -0.22 0.23 0.33
H 3.80891 -0.39640 0.40398 0.14 -0.19 -0.50
H -5.93867 0.78358 -3.06744 0.32 -0.04 -0.15
O 0.01439 -0.90021 -0.16121 1.05 -1.09 -0.15
O 1.58111 -3.03357 -0.10888 3.15 -2.24 -0.90
O -2.13399 4.17547 2.66921 0.57 -0.78 -2.97
O -4.93460 -1.41429 -1.91644 1.56 1.18 -0.98
C -2.99093 4.60053 3.70205 -1.46 -0.18 0.79
H -3.97899 4.86464 3.32510 0.06 0.21 -0.09
H 1.50440 -2.86361 4.77797 -0.11 0.16 0.18
H -0.68083 3.09567 4.69794 -0.06 -0.12 -0.05
C 4.58825 6.36871 0.98959 -0.12 1.44 -0.90
H -1.54314 2.20910 -1.47237 -0.23 -0.41 0.68
O -1.70583 -4.34960 -5.39287 1.96 0.42 2.53
H -0.13311 -2.17016 -2.74511 -0.03 0.36 -0.02
H -0.87004 -0.98324 -0.52521 -0.91 0.31 -0.24
H -6.22100 -1.45414 -0.25579 0.19 0.39 -0.23
O -2.44209 -0.71640 -1.38501 -0.73 0.11 -0.24
H 1.09563 -0.34648 1.42327 -0.03 0.05 0.25
O 4.95488 5.27156 1.79150 -1.48 -2.10 1.06
H 1.82883 2.39273 1.94973 -0.24 0.64 0.83
O -0.84959 -6.31214 -3.91152 0.64 -0.04 -0.06
O 5.84191 -2.20398 -1.29604 -2.81 1.78 -1.21
P -2.77632 3.87001 1.13438 -0.15 1.63 1.70
H 0.82369 3.66847 1.08010 0.25 0.04 0.30
H -5.56762 2.45398 -2.60969 0.22 -0.10 0.30
H -1.28865 -3.87489 2.87758 -0.22 0.42 0.43
H 4.73604 -0.73494 -3.98125 0.20 0.27 0.01
H 2.11564 -3.53867 -1.95540 -0.36 -0.51 -0.72
H 2.50978 -1.85718 -1.47701 0.30 -0.02 -0.32
H 1.79247 2.37624 0.33903 0.26 0.63 -0.85
H -3.57661 -5.12680 -4.97225 -0.08 -0.20 -0.25
H 5.16790 6.37752 0.06653 0.14 -0.35 0.07
H -2.47282 0.77480 0.90075 0.05 0.46 -0.27
H 1.19192 -2.00989 3.27194 -0.39 0.38 0.09
C -5.60040 1.42444 -2.25321 -0.74 -0.49 0.19
C 0.89984 -2.87237 3.87104 1.31 0.12 0.12
H 4.53339 0.98045 1.16574 0.07 -0.04 0.30
O -3.60111 2.52060 1.32052 0.43 -0.63 0.19
H 4.80161 7.32069 1.47571 0.17 -0.16 0.40
H -2.51951 -4.65364 -0.80951 -0.78 -0.38 -0.57
H -0.22125 0.75548 1.09301 -0.02 -0.01 -0.20
H -3.18352 -3.24852 0.84168 0.28 0.48 0.02
H -4.46868 -1.68968 0.14177 0.08 0.84 -0.20
H -4.76643 -1.08907 -5.10535 -0.10 -0.56 -0.02
H -3.51527 0.63599 2.26150 -0.68 0.39 -0.12
P 5.81226 -0.62427 -1.52663 0.37 2.50 -0.41
H 3.89055 4.96537 5.01431 0.05 -0.23 -0.22
H 3.51484 -3.30658 -0.89838 -0.08 -0.11 0.20
H 0.99956 3.15980 4.11914 -0.27 0.14 -0.30
C 2.54077 -2.90470 -1.17729 -0.95 0.79 1.72
H -0.74004 -2.15518 -4.42169 -0.28 -0.37 0.08
H 4.98715 -0.67320 1.68421 -0.04 0.12 0.15
H 7.72732 -1.95643 -0.64222 0.42 -0.48 0.33
P -1.10643 -4.88608 -3.97522 -0.79 0.31 -0.53
O 5.85464 0.02666 -0.00337 0.67 -1.03 -3.47
C 0.04996 -0.29992 1.11911 0.54 0.68 0.38
H -0.95013 -4.83266 -1.18338 0.67 0.40 -0.60
H -0.84495 -2.12125 4.39101 0.16 0.02 0.13
C 0.02796 -2.54735 -3.75500 0.51 1.65 -0.22
C -5.25179 -1.80814 -0.60710 -0.21 -2.05 0.99
C 4.74360 -0.03629 0.83384 -0.89 0.27 1.33
H -3.07984 -1.59918 -5.27723 0.11 0.28 0.06
O -2.18740 -4.44789 -2.86094 -0.09 0.23 -1.58
H 6.67084 -3.27321 0.08031 0.98 -0.28 0.12
C 3.25849 5.72321 4.55140 0.18 -0.31 1.42
O -0.47684 -2.97774 4.16183 -0.02 -0.19 -0.19
H -1.84374 -3.20248 -1.28172 0.78 0.19 -0.18
H -2.90479 -5.30931 -6.66814 -0.42 -0.25 0.23
H -3.70015 -3.54629 2.47542 -0.27 -0.08 0.12
O -3.65286 4.98031 0.67259 1.43 -1.70 0.12
H -2.10078 1.56390 2.47115 0.26 0.40 -0.27
O -1.47223 3.41354 0.24742 -0.87 0.60 3.61
H -4.01930 -2.35852 -4.01937 -0.28 0.21 0.13
O 6.81380 -0.07924 -2.49168 -1.26 -1.13 1.89
C -3.88274 -1.42278 -4.56145 -0.06 -0.08 -0.74
H -2.66401 3.58935 -1.38788 0.05 -0.04 -0.31
H 1.29067 -3.71339 3.29829 -0.71 -0.40 0.02
H 0.97644 -2.29316 -0.19705 -2.52 2.58 0.02
O -3.54747 -0.30959 -3.72975 0.13 -0.21 2.14
C -2.86021 -3.18706 1.88081 -0.10 -0.47 0.97
C 3.90817 -0.33648 -3.39477 1.20 -0.02 -0.19
H 3.70142 0.67861 -3.73381 -0.21 -0.21 0.07
C -3.01194 -4.67531 -5.78798 -0.66 -0.10 -0.63
H -0.46356 0.72468 4.23402 -0.06 0.38 0.44
H -3.49765 -3.75130 -6.10164 -0.11 -0.04 0.04
O 0.18415 1.35232 3.90516 -0.04 -1.04 -1.03
O 2.85041 5.35895 3.23891 0.60 -1.01 -0.86
```
Forces are in eV/Å.

Results
Multiplicity: 2
E_tot: -119424.17273 eV
HOMO (spin up / spin down): -12.5 / -12.5 eV
Frontier orbital gap (spin up / spin down): 10.3 / 3.7 eV
Charge: +1

---

(3)
C29H58O9 | ωB97M-V with the def2-TZVPD basis set

```
96
Properties=species:S:1:pos:R:3:forces:R:3
C 2.41504 3.62121 -0.26286 0.42 0.67 -0.08
H 1.54213 5.60017 -0.20749 0.17 0.17 -0.11
O -1.66557 4.19821 -4.68541 0.02 -0.04 0.02
H 1.89218 -4.52837 3.60759 0.00 0.00 -0.01
H -4.79071 3.04598 -0.44432 0.02 -0.03 0.05
H -6.34791 2.39503 0.10136 -0.03 0.02 0.15
H -1.74681 3.55330 -1.71955 0.13 0.08 -0.24
H -5.48188 3.59029 1.09327 -0.10 -0.09 0.06
H 0.93992 -7.65535 1.64926 -0.05 -0.04 0.13
C 4.21029 2.54123 -1.70371 -0.44 -0.15 0.43
H -2.36217 -4.94977 -0.91634 -0.04 -0.04 0.12
H -3.03200 -9.97899 5.36307 -0.07 0.02 0.11
H -3.97472 2.66372 -3.34803 -0.15 0.02 -0.07
C 0.11898 4.40510 -1.26120 -0.15 -0.20 0.52
C -3.09795 2.87132 -6.04054 0.20 0.07 -0.06
H -0.29437 1.64691 -2.45114 0.00 0.20 -0.25
H -2.16135 3.92268 0.65908 -0.33 0.12 -0.23
H -8.45727 4.05453 -0.05886 0.02 -0.02 0.13
C 0.20139 -6.85170 1.64397 -0.09 0.14 -0.22
H 2.25414 -6.26348 3.50810 -0.08 -0.08 0.07
H -3.51463 -4.05887 -1.93249 0.00 0.01 0.00
H -7.59375 5.24553 0.93670 -0.05 -0.11 0.05
O 5.37235 0.99689 -0.14360 -0.39 0.00 0.24
C -1.56718 3.09364 0.28737 0.96 -0.67 0.26
H 4.23908 1.69186 1.45727 -0.24 0.14 -0.01
C -6.42631 4.40264 -0.65187 0.10 -0.07 0.00
H -2.68309 1.55342 -1.87954 -0.29 -0.47 -0.05
H 8.06815 -0.55506 1.26259 0.01 -0.01 0.00
H -2.61745 -3.00525 1.62034 0.04 -0.14 0.01
C 8.38052 -0.09678 0.32659 0.16 -0.01 0.27
C -2.73458 3.64086 -4.79295 0.04 0.01 0.05
H -4.57229 -7.20095 5.82589 -0.06 -0.12 0.03
C -1.99369 1.24269 -1.08888 0.65 0.79 -0.01
C -5.71792 3.28554 0.07246 0.14 0.06 -0.20
C -2.47706 -2.85085 -0.50921 0.02 0.10 0.04
C 2.82452 3.19276 -1.66227 0.26 -0.27 0.08
H 8.52996 -0.87896 -0.41973 -0.08 0.08 -0.11
H -0.20497 -6.75063 0.63936 0.04 0.01 -0.02
H 4.92026 3.20608 -1.21795 0.20 0.11 0.00
H -1.40465 -9.27097 5.34657 0.00 0.01 -0.01
H 0.51919 4.32865 -2.26788 0.15 0.01 -0.13
C -0.62285 1.84077 -1.43551 -0.32 -0.69 1.23
C -3.76093 3.67847 -3.69005 0.19 0.10 -0.01
H 4.34931 0.40598 -1.75798 -0.02 -0.23 0.02
H -0.80079 2.87037 1.03594 0.01 0.18 0.14
H -3.38262 4.26316 -2.85627 -0.07 0.04 -0.01
C -1.85935 -2.80103 0.86146 0.03 0.22 -0.08
C 5.25449 1.72051 1.07272 0.43 -0.31 -0.22
O 0.30961 1.28147 -0.47696 0.56 -0.13 -0.89
H 7.59814 0.57945 -0.01419 -0.04 -0.09 -0.20
C -7.74048 4.87689 -0.07962 0.02 0.14 -0.19
H -1.06133 -3.54139 0.93273 -0.09 -0.05 0.08
H 2.27499 2.77003 0.38676 -0.22 -0.37 0.02
H 3.26892 4.16155 0.15301 0.09 0.06 0.16
H 9.53990 2.10066 -1.03979 -0.04 -0.08 -0.10
O -2.20549 -7.41611 3.86626 -0.05 0.00 0.07
H -4.68502 4.13594 -4.04379 -0.07 -0.11 0.02
H 5.60721 2.74318 0.94280 -0.20 0.23 0.09
H -4.60170 -6.73509 4.11362 0.01 0.00 0.00
C 1.20891 4.56729 -0.19219 -0.33 -0.56 -0.21
H 4.52257 2.40383 -2.73319 0.15 0.10 -0.19
O -2.33497 1.90237 0.13067 -0.81 0.15 0.29
C -2.94031 -7.95654 4.66181 0.02 0.01 -0.02
H -8.13722 5.68013 -0.69613 0.01 0.00 -0.01
C -2.45409 -9.07306 5.55137 0.18 0.05 -0.11
H -2.27627 2.92173 -6.75134 0.01 0.01 0.01
O 10.20262 0.70953 1.62759 -0.01 0.02 -0.03
H 10.47296 0.64359 -1.44148 -0.11 0.03 -0.07
H -3.29210 1.82681 -5.79128 -0.13 0.02 0.00
C 4.25123 1.17374 -0.99511 0.35 0.17 -0.52
H -0.60769 -7.09466 2.33353 0.12 -0.12 0.06
C -4.38305 -7.54320 4.80745 0.06 0.14 -0.16
O -5.95335 4.89571 -1.64988 -0.08 0.08 -0.04
H 2.09410 2.48389 -2.04318 -0.20 -0.07 -0.24
H 3.32071 0.98777 -0.45738 -0.08 0.01 0.25
H -2.56695 -8.79152 6.59932 -0.11 -0.08 0.01
H -0.45927 5.32702 -1.24551 -0.07 0.18 -0.08
H -3.91606 -4.41592 -0.24006 0.08 -0.09 0.07
H 11.16737 1.87421 -0.36684 0.00 -0.01 0.01
H 0.70472 -5.71728 4.18559 0.03 -0.14 0.00
C 9.66424 0.66114 0.54518 0.03 -0.05 0.08
O -2.46541 -1.89032 -1.24772 -0.04 -0.24 -0.07
H -5.03742 -8.38852 4.58963 -0.02 -0.02 0.13
C -0.91037 3.28726 -1.06689 -0.23 0.49 -0.53
H -3.99195 3.29957 -6.49634 -0.08 -0.10 0.05
H 2.83066 4.04804 -2.33281 -0.09 0.19 -0.11
H -1.97735 0.17994 -0.88666 -0.10 -0.06 -0.33
H 5.89418 1.23579 1.80470 0.15 -0.06 0.04
C 0.84590 -5.55580 2.05677 0.04 0.00 -0.06
C 1.46581 -5.51315 3.43063 0.05 0.22 -0.04
O 0.86426 -4.58930 1.32630 0.02 -0.05 0.04
H 0.72172 4.41923 0.76737 0.02 0.16 0.29
C 10.24981 1.36657 -0.65535 0.15 0.07 0.14
H 0.78214 0.57208 -0.94259 -0.23 0.25 0.42
H -1.44013 -1.81181 1.03538 -0.02 0.01 0.00
C -3.10981 -4.15519 -0.92748 -0.05 0.10 -0.20
```
Forces are in eV/Å.

Results
E_tot: -49439.67268 eV
HOMO: -8.9 eV
SMILES string: COCCCCCC[C@@H]1COC[C@@H]1O.CC(C)=O.CC(C)=O.CC(C)=O.CC(C)=O.CC(C)=O.CC(C)=O
Frontier orbital gap: 9.4 eV